Here is a structure of composition C28H39Br2CrN2O4PS from the OMol25 dataset. Energies are from ωB97M-V/def2-TZVPD.

```
78
Properties=species:S:1:pos:R:3
Cr 0.186 0.929 0.402
N -0.098 0.677 2.474
C 0.639 1.583 3.393
C 2.135 1.612 3.100
C 2.443 2.041 1.668
O 2.963 3.112 1.435
O 2.070 1.190 0.741
H -1.100 0.766 2.629
H 0.120 -0.290 2.708
H 0.472 1.271 4.425
H 0.218 2.581 3.285
H 2.567 0.625 3.278
H 2.610 2.315 3.781
Br -4.738 1.511 -0.203
C -3.342 1.745 -1.445
C -3.629 2.244 -2.731
C -2.641 2.419 -3.657
Br -3.077 3.088 -5.368
C -1.294 2.106 -3.336
C -0.181 2.258 -4.191
C 1.075 1.946 -3.744
C 1.243 1.467 -2.436
N 0.221 1.287 -1.630
C -1.038 1.607 -2.047
C -2.061 1.408 -1.072
O -1.723 0.891 0.089
H -4.653 2.486 -2.980
H -0.332 2.631 -5.195
H 1.941 2.068 -4.379
H 2.223 1.241 -2.033
C -1.538 5.028 0.882
S 0.053 4.275 1.188
C 1.066 5.320 0.162
O -0.043 2.969 0.414
H -1.720 5.036 -0.192
H -1.535 6.038 1.291
H -2.289 4.423 1.386
H 1.068 6.323 0.588
H 0.656 5.320 -0.848
H 2.065 4.890 0.188
C 0.260 -2.297 -2.679
C -0.533 -2.491 -1.382
C -1.913 -1.861 -1.584
C -0.753 -3.987 -1.126
P 0.344 -1.661 0.077
C -0.551 -2.387 1.506
C -1.780 -1.807 1.843
C -2.562 -2.333 2.861
C -2.129 -3.442 3.571
C -0.912 -4.026 3.250
C -0.135 -3.508 2.225
C 2.142 -2.212 0.140
C 2.438 -3.685 -0.163
C 2.927 -1.361 -0.875
C 2.677 -1.856 1.535
H -0.348 -2.663 -3.509
H 1.194 -2.856 -2.690
H 0.478 -1.244 -2.870
H -2.433 -2.437 -2.353
H -1.843 -0.837 -1.938
H -2.529 -1.885 -0.686
H -1.254 -4.406 -2.001
H -1.399 -4.156 -0.265
H 0.170 -4.541 -0.982
H -2.134 -0.939 1.299
H -3.514 -1.874 3.094
H -2.736 -3.853 4.367
H -0.567 -4.896 3.793
H 0.796 -4.000 1.992
H 2.252 -3.933 -1.207
H 1.887 -4.389 0.454
H 3.502 -3.852 0.021
H 2.582 -1.501 -1.897
H 3.973 -1.674 -0.839
H 2.888 -0.305 -0.618
H 2.266 -2.481 2.325
H 2.483 -0.809 1.761
H 3.761 -1.992 1.533
```

Its total charge is +1. The frontier orbital gap (spin up / spin down) comes out at 7.58 / 7.42 eV. The largest force on an atom comes out at 0.17 eV Å⁻¹. The calculation puts the total energy at -8432.81909 Ha. As for the spin multiplicity: 4. The calculation puts the energy above the lowest of the compared OMol25 structures with the same formula, charge and spin at 3.97 kJ/mol.

Here are the Mulliken charges for atoms 1 to 4, given in e: -0.9006 0.1546 -0.8107 -0.4075